Record 1
Density functional theory data (ωB97M-V/def2-TZVPD) for C18H32F14N3O24S9Zr as an isolated structure.

Summary:
charge = +1
total energy = -209623.630 eV
2S+1 = 1
lowest unoccupied orbital energy = -6.055 eV

Cartesian coordinates (Å):
Zr: -0.7684 -1.2474 1.5683
C: -4.7547 0.8897 1.0349
F: -4.4719 2.1311 0.8292
F: -6.0362 0.7642 1.2912
F: -4.4800 0.1186 0.0120
S: -3.8340 0.2088 2.5910
O: -4.2791 0.9739 3.7157
O: -4.0493 -1.2165 2.5117
N: -2.0335 0.2937 2.2807
S: -1.6065 1.8215 2.8477
O: -0.2745 2.0319 2.3304
O: -2.5148 2.9174 2.5894
C: -1.4059 1.7016 4.7483
F: -2.1099 0.7094 5.2768
F: -0.1261 1.4775 5.0073
F: -1.7901 2.8188 5.3037
C: 0.9638 -6.0667 3.4681
F: 0.5142 -5.0039 4.1510
F: 2.2858 -6.0565 3.4413
F: 0.5752 -7.1781 4.0581
S: 0.3168 -6.0662 1.6596
O: 0.3528 -7.4174 1.2122
O: -1.0185 -5.5296 1.7351
N: 1.3036 -4.8794 0.9241
S: 2.1443 -5.7248 -0.1303
O: 2.9227 -6.6802 0.5981
O: 1.4275 -6.2568 -1.2680
C: 3.4129 -4.5378 -0.9299
F: 4.3276 -5.2362 -1.5673
F: 2.7578 -3.8307 -1.8489
F: 4.0124 -3.7769 -0.0221
N: 0.2845 -0.2355 0.1188
S: 1.7389 -0.3611 -0.6863
O: 2.7077 0.6723 -0.4581
O: 1.6755 -1.1053 -1.9118
F: 2.3155 -1.5318 0.2676
S: -0.2071 0.9637 -1.0995
O: -0.7577 0.4775 -2.3296
O: 0.4710 2.2216 -1.0003
F: -1.5138 1.4116 -0.2727
C: -4.5473 1.6334 -2.9536
C: -3.7833 1.0932 -4.1662
C: -4.3078 -0.2841 -4.5796
S: -5.5644 -0.8392 -3.3640
O: -4.9286 -1.5087 -2.2280
O: -6.6588 -1.3470 -4.1667
C: -5.8542 0.8803 -2.7647
H: -4.6848 2.7148 -2.9184
H: -3.9516 1.4930 -2.0504
H: -2.7501 0.9370 -3.8560
H: -3.7696 1.7765 -5.0118
H: -3.5082 -1.0085 -4.7269
H: -4.7876 -0.1838 -5.5518
H: -6.2619 0.8973 -1.7568
H: -6.6458 1.2535 -3.4186
C: 2.0344 5.5996 1.7812
C: 2.2311 4.8528 0.4528
C: 3.3641 3.8765 0.6546
S: 3.2293 3.2792 2.3755
O: 4.4808 3.6628 3.0029
O: 2.6900 1.9229 2.4728
C: 1.9375 4.4650 2.8444
H: 1.1270 6.1975 1.8483
H: 2.8657 6.2865 1.9437
H: 2.5112 5.5072 -0.3746
H: 1.3168 4.3448 0.1455
H: 4.3801 4.2625 0.6867
H: 3.2030 3.0356 -0.0204
H: 2.0557 4.6616 3.9085
H: 0.9378 4.0522 2.7103
C: 3.6491 4.1352 -4.5079
C: 4.8284 3.5569 -3.7243
O: 4.4080 2.2880 -3.2555
S: 3.1293 1.7547 -4.0755
O: 1.9843 1.7717 -3.1916
O: 3.4283 0.5581 -4.8055
O: 3.1218 2.9585 -5.1339
H: 4.0190 4.8854 -5.1994
H: 2.9339 4.5651 -3.8057
H: 5.0053 4.1238 -2.8080
H: 5.7424 3.5248 -4.3174
C: 1.8976 -0.9192 3.5776
C: 1.9608 -2.3905 3.2681
O: 0.8057 -2.8218 2.5064
O: 1.0620 -0.2922 2.6181
H: 2.9059 -0.5123 3.5334
H: 1.5628 -0.8600 4.6154
H: 2.0582 -3.0361 4.1445
H: 2.9178 -2.6683 2.8138
H: 1.1143 -3.6700 2.0783
H: 1.4657 0.5653 2.3625
C: -0.9066 -3.1116 -1.1414
C: -2.0628 -2.1451 -1.3236
O: -2.3568 -1.3729 -0.1077
O: -0.2717 -2.9411 0.1316
H: -0.1724 -2.9934 -1.9411
H: -1.2841 -4.1070 -1.3826
H: -2.9673 -2.7094 -1.5523
H: -1.9612 -1.5352 -2.2196
H: -3.2612 -1.0961 -0.3328
H: 0.4046 -3.6857 0.2104

These are the Mulliken partial charges, in e, on atoms 1 to 4: 1.652, 0.694, -0.163, -0.199



Record 2
Density functional theory data (ωB97M-V/def2-TZVPD) for an isolated ion of composition C10H16N3O5S and charge -1.

Summary:
charge = -1
relative energy (zero: lowest compared OMol25 entry of this formula, charge and spin) = 234.0 kJ/mol
total energy = -36174.472 eV
SMILES = CNC(=O)[C@H](CS)NC(=O)[C@@H](CC(=O)[O-])NC(C)=O
2S+1 = 1
lowest unoccupied orbital energy = 2.971 eV

Cartesian coordinates (Å):
C: -0.8962 4.9129 -0.0236
N: -0.2467 3.5916 0.4529
C: 0.9526 3.4272 1.0912
O: 1.6069 4.4533 1.2304
C: 1.4582 1.9685 1.5410
C: 2.9550 1.5796 1.2744
S: 3.0270 1.3750 -0.5081
N: 0.4780 0.9372 1.2066
C: 0.2127 -0.2217 1.9189
O: 0.7572 -0.4874 3.0141
C: -0.4816 -1.3845 0.9964
C: -2.0234 -1.0876 0.8194
C: -2.3732 0.0031 -0.1460
O: -2.5703 1.1449 0.3684
O: -2.3494 -0.2782 -1.3822
N: 0.1506 -1.3256 -0.3547
C: 1.3234 -1.8141 -0.6647
C: 1.7267 -1.8169 -2.0519
O: 2.0991 -2.2408 0.1855
H: -1.1780 5.5047 0.8831
H: -0.2242 5.5383 -0.6431
H: -1.6936 4.5756 -0.6705
H: -0.7702 2.7520 0.5346
H: 1.3039 1.8898 2.6151
H: 3.3078 0.6383 1.8736
H: 3.6840 2.3495 1.6626
H: 2.1505 0.3982 -0.6873
H: -0.1792 1.1764 0.4599
H: -0.3616 -2.4649 1.5666
H: -2.3958 -0.9580 1.7818
H: -2.4508 -2.0041 0.4084
H: -0.3033 -0.8785 -1.1473
H: 1.8650 -0.9039 -2.5457
H: 1.0379 -2.3881 -2.6168
H: 2.6410 -2.2997 -1.9844

These are the Mulliken partial charges, in e, on atoms 1 to 4: -0.891, -0.043, 0.297, -0.713



Record 3
Density functional theory data (ωB97M-V/def2-TZVPD) for C49H29FeN12 as an isolated structure.

Summary:
charge = 0
total energy = -103541.495 eV
2S+1 = 2
lowest unoccupied orbital energy (alpha / beta) = -1.220 / -1.277 eV

Cartesian coordinates (Å):
Fe: -0.9685 0.4209 0.1250
C: -7.2340 -0.7194 -1.8477
C: -7.5007 0.0934 -0.7409
C: -6.4908 0.4609 0.1366
C: -5.2159 0.0017 -0.1436
C: -3.9266 0.1932 0.5361
N: -3.9248 0.7557 1.7531
C: -2.8078 0.8283 2.4399
C: -2.8303 1.0683 3.9028
C: -3.8708 1.2683 4.7872
C: -3.5353 1.4351 6.1279
C: -2.2075 1.3961 6.5497
C: -1.1679 1.1927 5.6462
C: -1.5131 1.0302 4.3205
C: -0.7008 0.8216 3.0970
N: 0.5753 0.8255 3.1319
C: 1.3787 0.7665 1.9987
N: 0.9712 0.6614 0.6939
C: 1.9118 -0.0641 -0.0978
N: 1.7757 -0.3406 -1.5115
C: 0.3555 -2.2649 -1.6226
N: -0.7950 -2.2539 -1.0616
C: -1.7400 -2.3114 -2.1337
N: -2.9982 -1.8962 -2.0675
C: -3.5093 -1.0798 -1.2077
N: -2.9188 -0.3659 -0.1349
C: -4.9496 -0.8003 -1.2364
C: -5.9544 -1.1869 -2.1089
C: -1.0971 -2.5279 -3.4050
C: -1.5543 -2.5195 -4.6851
C: -0.7087 -2.1826 -5.8303
C: 0.5326 -1.6438 -5.8740
C: 1.4394 -1.3423 -4.6953
C: 0.3148 -2.2243 -3.0974
C: 3.4176 -0.0555 0.3558
C: 4.6704 -0.4238 -0.3698
C: 5.7308 -0.4156 0.4519
C: 5.6803 0.1307 1.8645
C: 3.9006 0.8621 3.1529
C: 2.7341 0.9632 2.2483
N: -1.5464 0.6916 2.0108
H: -8.0458 -0.9871 -2.5121
H: -8.5133 0.4356 -0.5698
H: -6.6834 1.0796 1.0024
H: -4.8967 1.2904 4.4460
H: -4.3170 1.5979 6.8587
H: -1.9853 1.5267 7.6010
H: -0.1341 1.1632 5.9624
H: -5.7394 -1.8206 -2.9585
H: -2.6087 -2.6715 -4.8754
H: -1.1818 -2.3331 -6.7944
H: 0.9446 -1.4560 -6.8590
H: 2.3644 -0.8471 -4.9826
H: 4.7206 -0.7140 -1.4106
H: 6.7005 -0.7201 0.0752
H: 6.7039 0.2697 2.2079
H: 3.8616 1.2565 4.1637
C: 4.8625 -0.5032 3.0767
C: 4.2379 -1.8042 3.0628
C: 3.3058 -2.1658 2.1509
C: 2.9349 -1.3388 1.0823
C: 3.5942 1.2357 1.0814
C: 4.8085 1.3920 1.9852
N: 1.8038 -1.5240 0.3272
C: 1.6957 -1.8262 -1.1264
C: 2.7859 -2.6468 -1.7475
C: 2.7166 -2.9659 -3.0351
C: 1.5287 -2.6916 -3.8991
C: 0.5244 -0.7301 -3.5970
C: 0.6677 0.0842 -2.3275
N: -0.6424 0.2802 -1.8020
N: 0.1233 1.4205 -2.2977
C: 0.1900 2.4488 -1.3885
C: 0.9373 3.6111 -1.6093
C: 0.6938 4.7076 -0.8158
C: -0.2839 4.6463 0.1767
C: -0.9302 3.4446 0.3726
N: -0.6785 2.3554 -0.3548
H: 5.5083 -0.4218 3.9492
H: 4.4411 -2.4819 3.8841
H: 2.7528 -3.0919 2.2538
H: 3.3301 2.0620 0.4133
H: 5.2837 2.3684 2.0129
H: 3.6460 -2.9015 -1.1420
H: 3.5479 -3.4919 -3.4920
H: 1.3464 -3.5579 -4.5343
H: -0.3712 -0.3071 -4.0398
H: 1.6535 3.6337 -2.4186
H: 1.2468 5.6242 -0.9794
H: -0.5215 5.5005 0.7929
H: -1.6521 3.3170 1.1708

These are the Mulliken partial charges, in e, on atoms 1 to 4: 0.013, -0.587, -0.674, -0.078